# 1
A cluster of 2 separate species, BH4NO2 in total in a non-equilibrium geometry. Source: OMol25; level of theory: wB97M-V/def2-TZVPD.

## Properties
**Molecular weight**: 60.8 g/mol
**HOMO energy**: -10.911 eV
**Relative energy (zero: lowest compared OMol25 entry of this formula, charge and spin)**: 159.94 kJ/mol
**Frontier orbital gap**: 11.117 eV
**F_max**: 1.4 eV/A
**Calculated total energy**: -6328.364 eV

Geometry as ORCA input:
```
! wB97M-V def2-TZVPD RIJCOSX def2/J DEFGRID3
* xyz 0 1
N 0.808 -1.273 -0.092
B 1.135 0.060 0.056
O 1.407 1.216 0.220
H -0.058 -1.620 0.279
H 1.145 -1.795 -0.882
O -1.756 0.924 -0.027
H -1.327 0.762 0.818
H -1.355 1.726 -0.371
*
```

---

# 2
A structure of composition BaCoH38O20 in a non-equilibrium geometry. Source: OMol25; level of theory: wB97M-V/def2-TZVPD.

## Properties
**Molecular weight**: 554.5 g/mol
**HOMO energy (spin up / spin down)**: -14.977 / -14.977 eV
**Frontier orbital gap (spin up / spin down)**: 9.058 / 9.054 eV
**F_max**: 1.8 eV/A
**Calculated total energy**: -79879.232 eV

Geometry as ORCA input:
```
! wB97M-V def2-TZVPD RIJCOSX def2/J DEFGRID3
* xyz 2 4
Ba 3.561 0.863 2.324
Co -0.060 0.312 0.225
O 1.016 1.028 1.744
H 0.920 1.919 2.133
O 1.071 0.821 -1.355
H 1.199 1.592 -1.942
O 3.146 2.121 -0.119
H 2.438 1.634 -0.541
H 3.047 3.017 -0.442
O 2.818 -1.538 3.276
H 2.011 -1.501 3.790
H 3.149 -2.426 3.413
O -3.822 -1.437 0.917
H -4.319 -1.998 0.322
H -4.402 -0.696 1.090
O 0.304 1.082 -3.817
H 0.558 1.046 -2.895
H -0.383 1.748 -3.850
O -0.359 -1.575 -4.646
H -0.166 -0.645 -4.522
H 0.477 -1.960 -4.910
O -3.178 3.928 -0.786
H -3.620 4.012 -1.631
H -3.672 4.502 -0.200
O 3.597 -1.039 0.309
H 3.981 -1.897 0.488
H 3.348 -1.074 -0.614
O -1.427 -0.625 -1.457
H -2.110 -1.224 -1.760
H -1.019 -0.300 -2.260
O 1.622 -3.872 -1.606
H 1.684 -4.646 -2.166
H 2.525 -3.568 -1.515
O -1.011 2.276 0.113
H -0.533 3.089 0.279
H -1.903 2.559 -0.089
O -4.876 1.966 0.370
H -4.476 2.678 -0.130
H -4.510 2.057 1.250
O -2.264 -3.546 2.642
H -1.956 -3.250 1.785
H -3.162 -3.220 2.700
O -0.262 1.955 4.030
H -0.104 1.632 4.917
H 0.201 1.337 3.464
O 0.655 -1.718 0.173
H 0.711 -2.347 -0.546
H 1.362 -1.969 0.767
O 2.939 3.601 2.613
H 2.778 4.392 3.128
H 2.468 3.747 1.794
O 3.260 -0.580 -2.421
H 3.874 0.138 -2.578
H 2.467 -0.151 -2.098
O -1.409 -0.326 1.745
H -2.151 -0.924 1.654
H -1.493 0.025 2.632
O -1.559 -4.047 -1.618
H -0.739 -3.565 -1.723
H -2.240 -3.415 -1.849
*
```

---

# 3
A structure of composition BaH14O7 in a non-equilibrium geometry. Source: OMol25; level of theory: wB97M-V/def2-TZVPD.

## Properties
**Molecular weight**: 263.4 g/mol
**HOMO energy**: -18.934 eV
**Relative energy (zero: lowest compared OMol25 entry of this formula, charge and spin)**: 115.49 kJ/mol
**Frontier orbital gap**: 12.261 eV
**F_max**: 3.1 eV/A
**Calculated total energy**: -15242.069 eV

Geometry as ORCA input:
```
! wB97M-V def2-TZVPD RIJCOSX def2/J DEFGRID3
* xyz 2 1
Ba 10.688 -0.172 -12.976
O 8.116 0.906 -13.425
H 7.641 1.460 -12.847
H 8.030 1.365 -14.247
O 12.992 0.532 -11.468
H 13.198 1.224 -10.882
H 13.403 -0.181 -10.942
O 10.300 2.173 -11.374
H 10.101 1.831 -10.504
H 9.907 2.993 -11.562
O 9.299 -0.260 -10.607
H 8.828 0.519 -10.311
H 9.732 -0.602 -9.845
O 10.462 -0.006 -15.752
H 10.384 0.886 -16.141
H 11.067 -0.595 -16.204
O 8.577 -2.184 -12.981
H 8.488 -3.094 -13.073
H 8.276 -2.110 -12.081
O 12.934 0.815 -14.337
H 13.682 0.753 -13.784
H 13.145 0.747 -15.302
*
```

---

# 4
A structure of composition Be2H68O42S2Tl in a non-equilibrium geometry. Source: OMol25; level of theory: wB97M-V/def2-TZVPD.

## Properties
**Molecular weight**: 1027.0 g/mol
**HOMO energy**: -15.791 eV
**Frontier orbital gap**: 1.903 eV
**F_max**: 2.9 eV/A
**Calculated total energy**: -114238.531 eV

Geometry as ORCA input:
```
! wB97M-V def2-TZVPD RIJCOSX def2/J DEFGRID3
* xyz 3 1
Be 1.755 -14.212 -4.367
Be 4.723 -11.768 -4.966
Tl 2.752 -10.575 -9.242
S 1.947 -10.647 -5.618
O 3.266 -10.189 -6.079
O 1.130 -10.821 -6.851
O 2.224 -11.935 -5.014
O 1.336 -9.633 -4.749
S 3.417 -14.031 -6.913
O 3.913 -13.950 -5.527
O 1.996 -14.382 -6.815
O 3.603 -12.664 -7.432
O 4.286 -14.910 -7.728
O 2.900 -11.268 -12.087
H 3.778 -11.409 -12.443
H 2.315 -11.395 -12.834
O -0.720 -14.583 -10.652
H -0.880 -15.411 -11.105
H -1.193 -13.932 -11.169
O 4.581 -18.604 -11.874
H 3.890 -18.363 -12.492
H 4.457 -18.010 -11.133
O 2.602 -16.659 -4.680
H 2.202 -17.456 -4.333
H 3.470 -16.934 -4.974
O 4.467 -17.477 -9.368
H 5.228 -17.114 -8.914
H 4.403 -18.377 -9.049
O 1.211 -13.215 -9.145
H 1.225 -13.417 -8.210
H 0.818 -13.987 -9.551
O 1.939 -16.394 -8.581
H 2.104 -15.751 -7.892
H 2.798 -16.773 -8.767
O -0.113 -18.646 -5.878
H -1.005 -18.973 -5.995
H 0.103 -18.858 -4.970
O 6.403 -9.767 -4.727
H 6.076 -8.873 -4.828
H 7.211 -9.671 -4.223
O 7.864 -17.768 -5.821
H 8.699 -17.943 -5.385
H 7.918 -18.252 -6.645
O 3.656 -13.647 -2.713
H 4.346 -14.298 -2.587
H 3.677 -13.117 -1.916
O 5.739 -18.541 -3.642
H 6.176 -19.321 -3.984
H 5.644 -17.966 -4.402
O 6.718 -12.563 -6.751
H 6.706 -13.447 -7.117
H 7.578 -12.486 -6.338
O 7.140 -14.396 -11.581
H 7.740 -15.115 -11.782
H 6.793 -14.128 -12.432
O 5.333 -16.643 -5.469
H 6.136 -16.879 -5.935
H 5.050 -15.825 -5.877
O -0.565 -14.243 -5.386
H -0.786 -14.139 -6.311
H -1.410 -14.234 -4.935
O 5.095 -15.724 -2.224
H 4.688 -16.581 -2.354
H 5.950 -15.798 -2.648
O 5.571 -10.452 -7.993
H 6.359 -9.914 -8.066
H 5.871 -11.262 -7.580
O -0.430 -16.586 -7.524
H -0.453 -17.155 -6.755
H 0.435 -16.736 -7.907
O 5.197 -10.232 -10.959
H 5.338 -9.434 -11.468
H 6.057 -10.649 -10.922
O 4.032 -13.634 -10.013
H 3.971 -14.049 -9.152
H 3.534 -14.209 -10.593
O -0.032 -10.625 -9.772
H -0.635 -9.882 -9.785
H -0.578 -11.382 -9.983
O 6.679 -15.292 -8.844
H 5.748 -15.107 -8.724
H 6.902 -14.877 -9.677
O 8.133 -14.964 -6.496
H 7.971 -15.835 -6.134
H 8.034 -15.076 -7.442
O 8.087 -17.782 -8.687
H 7.498 -17.083 -8.971
H 8.907 -17.608 -9.150
O 0.458 -12.602 -2.750
H 0.229 -12.789 -1.839
H 0.348 -11.655 -2.836
O 7.657 -15.600 -3.401
H 8.442 -15.054 -3.392
H 7.974 -16.473 -3.634
O 7.770 -11.755 -10.584
H 8.166 -11.494 -11.416
H 7.440 -12.639 -10.743
O 1.481 -16.475 -11.316
H 1.957 -15.853 -11.866
H 1.182 -15.955 -10.570
O 0.679 -15.595 -2.552
H -0.220 -15.595 -2.224
H 0.955 -16.509 -2.497
O -3.187 -15.110 -7.340
H -2.293 -15.447 -7.276
H -3.336 -14.665 -6.505
O 6.413 -12.958 -3.509
H 6.838 -12.330 -2.925
H 7.015 -13.702 -3.540
O -1.106 -11.697 -6.435
H -1.352 -11.898 -7.338
H -0.249 -11.276 -6.507
O 4.016 -10.614 -2.880
H 4.690 -10.235 -2.315
H 3.281 -10.005 -2.819
*
```